(1)
C35H45AsN5Pd | wB97M-V/def2-TZVPD

```
87
Properties=species:S:1:pos:R:3:forces:R:3
Pd 0.5784 -0.0560 0.0095 0.5000 -2.4512 -0.1966
C -0.8753 -2.1084 1.2647 -0.1786 -0.4468 0.7312
C -1.0892 -1.1732 2.4624 0.0267 -0.5015 -0.3100
N -0.3203 0.0592 2.2789 0.4559 0.2181 0.6246
C -1.0594 1.3049 2.4738 0.0980 0.1214 -0.0137
C -1.3565 2.0582 1.1879 -0.2470 0.3199 -0.0233
C -1.9291 3.3220 1.2530 -0.0235 -0.1740 -0.0687
C -2.1876 4.0042 0.0739 0.1156 -0.2022 0.0179
C -1.8487 3.4074 -1.1281 -0.0313 -0.1417 0.0613
C -1.2948 2.1341 -1.1110 -0.2261 0.2285 -0.0626
C -0.9377 1.4523 -2.4171 0.1182 0.0716 -0.0248
N -0.4557 0.0950 -2.2337 0.2923 0.0788 -0.8545
C -1.4695 -0.9547 -2.2875 0.0809 -0.4026 0.3494
C -1.1891 -2.0146 -1.2098 -0.1829 -0.2444 -0.7398
N -1.1992 -1.3426 0.0769 0.1372 0.3639 -0.0182
N -1.0613 1.4830 0.0247 -0.4081 1.1795 0.1471
H -1.5095 -3.0028 1.3781 0.1466 0.0846 -0.0570
H 0.1757 -2.4296 1.2157 -0.2319 0.0259 -0.0386
H -0.8247 -1.6858 3.3930 -0.0534 0.0582 -0.1042
H -2.1563 -0.9312 2.5125 0.0709 0.0059 0.0648
H 0.4915 0.0553 2.8918 -0.1732 0.0531 -0.1712
H -0.4842 1.9777 3.1162 -0.0435 -0.0924 -0.0196
H -2.0142 1.1162 2.9826 0.1486 0.0385 -0.0027
H -2.1639 3.7567 2.2115 -0.0525 0.0748 0.1308
H -2.6488 4.9794 0.0931 0.0335 0.1253 0.0116
H -2.0035 3.9102 -2.0704 -0.0846 0.0595 -0.0891
H -0.1480 2.0483 -2.8852 -0.0193 -0.1006 -0.0432
H -1.8147 1.4978 -3.0804 0.1343 0.0055 0.0417
H 0.2869 -0.0961 -2.9022 -0.2096 0.1273 0.1507
H -1.5224 -1.4349 -3.2729 -0.0443 0.0897 0.1246
H -2.4474 -0.5098 -2.0793 -0.0102 -0.0055 -0.0752
H -0.1964 -2.4625 -1.3701 -0.3065 0.0805 0.0839
H -1.9539 -2.8037 -1.2702 0.1660 0.0161 0.0386
H -2.1111 -0.9073 0.2111 0.1881 0.1530 -0.0593
C 3.0595 2.6174 -6.3423 -0.0335 -0.0272 0.0011
C 3.0379 1.7297 -5.1371 0.0191 -0.1050 0.0712
C 3.7766 2.0473 -4.0095 -0.1137 -0.1029 0.0458
C 3.7816 1.2396 -2.8798 0.0942 0.0008 0.1536
C 4.6738 1.6325 -1.7399 -0.0752 0.0489 0.0419
C 3.0112 0.0708 -2.8617 -0.1271 -0.2889 0.0581
As 2.7762 -0.9899 -1.1843 1.2583 -0.0290 -0.6432
N 2.4953 0.4140 -0.1000 -1.2319 0.4183 -0.7708
C 2.9867 1.0905 0.9450 0.8541 1.0536 1.3582
C 2.1901 2.1293 1.4933 -0.0116 -0.3203 -0.4233
C 2.6499 2.9145 2.5233 0.2965 0.0146 0.2806
C 3.9238 2.7134 3.0405 0.0266 0.0059 0.0663
C 4.7155 1.6956 2.5239 -0.0317 0.3015 0.2718
C 4.2668 0.8878 1.5056 -0.5312 -0.1826 -0.4119
C 4.6165 -1.7475 -0.7395 -0.5770 -0.1024 0.1504
C 5.7252 -1.8190 -1.5892 -0.2697 0.1021 -0.1111
C 5.6735 -1.5649 -3.0686 -0.1226 0.0036 -0.0066
C 6.9554 -2.2035 -1.0600 -0.0430 -0.0093 0.2023
C 7.1129 -2.5632 0.2658 -0.1360 0.0573 -0.0956
C 8.4502 -2.9257 0.8314 -0.0367 -0.0146 -0.0195
C 5.9712 -2.6234 1.0570 -0.0399 0.0673 -0.1042
C 4.7312 -2.2454 0.5701 -0.1425 -0.0395 0.0235
C 3.5154 -2.4255 1.4394 -0.0146 0.0476 -0.0013
C 2.3186 -0.3041 -4.0241 0.0815 -0.0246 0.0978
C 1.6652 -1.6549 -4.1831 0.1077 -0.0203 0.1904
C 2.3265 0.5381 -5.1308 -0.0170 0.0880 0.0775
H 3.7585 3.4375 -6.1990 0.0069 0.0629 -0.0696
H 2.0708 3.0333 -6.5324 -0.0376 0.0505 -0.0638
H 3.3602 2.0514 -7.2222 0.0032 0.0350 -0.1001
H 4.3754 2.9476 -4.0096 0.0963 0.0773 0.0185
H 5.5363 2.1832 -2.1116 0.0455 -0.0024 -0.0176
H 5.0278 0.7502 -1.2063 0.0436 0.1898 0.0848
H 4.1444 2.2787 -1.0385 0.0675 -0.0487 0.0546
H 1.2235 2.3314 1.0373 0.1726 -0.0101 0.0658
H 2.0250 3.6996 2.9257 -0.0458 0.1075 -0.0261
H 4.2992 3.3517 3.8242 0.0298 0.0244 0.1238
H 5.7006 1.5265 2.9294 0.1555 0.0084 0.0493
H 4.8905 0.0993 1.1135 0.1033 0.0522 -0.0017
H 4.6537 -1.6285 -3.4405 0.1581 0.0162 -0.1509
H 6.2806 -2.3113 -3.5792 -0.0069 -0.0109 -0.0312
H 6.0811 -0.5862 -3.3198 -0.0725 0.1095 -0.0676
H 7.8143 -2.2319 -1.7157 0.0760 0.0077 -0.1229
H 9.2301 -2.8240 0.0818 0.0917 -0.0118 0.0051
H 8.4419 -3.9532 1.1907 0.0715 -0.0755 0.0405
H 8.6886 -2.2813 1.6766 0.0731 0.0121 0.0339
H 6.0601 -2.9774 2.0740 -0.0685 -0.0507 0.1510
H 3.7858 -2.9416 2.3574 -0.0407 -0.0441 0.0441
H 2.7781 -3.0308 0.9014 -0.0402 0.0297 0.1467
H 3.0548 -1.4718 1.7137 0.0138 -0.0494 -0.0197
H 1.5581 -2.1699 -3.2224 -0.0997 -0.0218 -0.1977
H 2.2956 -2.2733 -4.8243 -0.0261 -0.1078 0.0443
H 0.6948 -1.5811 -4.6744 -0.0774 -0.0245 0.0157
H 1.7846 0.2444 -6.0196 -0.0621 -0.0853 -0.1182
```
Positions in Å, forces in eV/Å.

The net charge is +1. As for the maximum force: 0.0488 Eh/bohr. The frontier orbital gap (spin up / spin down) is 6.15 / 5.91 eV. The HOMO energy (spin up / spin down) comes out at -9.323 / -9.367 eV.



(2)
C35H45BInN9O4Si2Te | wB97M-V/def2-TZVPD

```
98
Properties=species:S:1:pos:R:3:forces:R:3
In 11.4351 12.5733 10.6521 0.3287 -0.0581 0.3012
C 13.0802 15.6487 7.8888 0.4220 0.3180 -0.2886
C 12.1983 15.2234 8.8335 -1.5365 -0.8113 0.9967
N 12.3665 13.9040 9.0453 -1.6231 0.4164 1.3157
N 13.3279 13.4794 8.2547 1.1065 -1.5299 0.1695
C 13.8099 14.5230 7.5960 2.0735 -0.1220 -1.9162
B 13.8577 11.9340 8.3156 -0.5322 0.5693 -0.1588
N 12.6719 10.9561 8.0483 0.5196 0.5456 1.1259
C 12.4186 10.0394 7.1112 -0.3508 0.7054 -0.4426
C 11.1144 9.6347 7.2029 -0.0883 0.2941 1.0456
C 10.6617 10.3025 8.3582 0.2319 -0.9012 -0.7950
N 11.6084 11.0534 8.8820 -0.2884 0.3246 -0.5335
N 14.4458 11.6479 9.6876 0.0834 0.5888 -0.5140
C 15.7228 11.3878 9.9600 1.1194 -0.0017 -0.5542
C 15.8351 11.0781 11.2810 0.6881 -0.2422 1.6359
C 14.5327 11.2675 11.7910 0.0394 -1.0873 0.4468
N 13.7306 11.5823 10.8048 -1.5651 0.5349 -0.3381
H 13.1508 16.6177 7.4571 0.2248 0.4312 -0.1224
H 11.3748 15.7451 9.3219 0.4174 -0.1620 -0.0086
H 14.7137 14.4350 6.9560 -1.0306 -0.1070 0.4371
H 14.7177 11.8287 7.5215 0.2465 -0.0712 -0.5015
H 13.1306 9.8056 6.3801 0.9418 -0.2099 -0.7966
H 10.5680 8.9706 6.5696 -0.0607 -0.2551 -0.1011
H 9.6872 10.2261 8.7564 -0.6992 0.0696 0.6893
H 16.5011 11.5162 9.2190 -0.2346 -0.3337 -0.0490
H 16.7361 10.7405 11.8188 -0.7158 0.3952 -0.3740
H 14.0518 11.0596 12.7504 0.5948 0.2518 -0.1222
O 5.8281 14.1853 14.3095 -0.4948 0.2434 0.0497
C 6.9564 14.4723 14.7355 -0.0440 -0.6641 0.6995
O 7.3860 14.7252 15.8775 -0.1179 0.1510 -0.4694
C 8.0214 14.3721 13.6439 2.4910 1.1160 2.4464
C 7.7108 14.1196 12.3670 -1.0651 -1.2212 -2.0949
C 8.7084 13.8775 11.4354 -0.1100 0.1196 -0.8968
N 10.0127 14.1362 11.6611 -1.4447 -0.1470 0.0271
C 10.3127 14.5425 12.8942 1.0045 -0.4172 1.0379
C 9.3938 14.5540 13.9529 0.3383 0.1065 -0.8804
C 11.7993 14.7981 13.0775 -0.6684 -0.9027 0.7130
C 12.3212 15.5366 14.1345 0.1100 0.1073 -1.4456
C 13.6801 15.8044 14.1094 -0.6856 0.1931 0.8181
C 14.4945 15.2365 13.1706 0.5263 -0.8310 -0.8928
C 13.9310 14.3830 12.2522 -2.6683 0.5623 1.7854
N 12.5962 14.1458 12.2461 0.8636 0.1471 -1.2677
C 8.3985 13.4287 10.0328 -1.1549 0.8909 0.4583
C 7.1339 13.6713 9.4252 0.9992 0.2083 0.3093
C 7.0593 13.5414 8.0578 1.1265 -0.7855 -0.2489
C 8.2237 13.2111 7.3356 -1.6121 0.6974 -0.3926
C 9.3529 12.9523 8.0283 -0.6752 0.0716 -0.2417
N 9.4253 12.9856 9.3348 0.5273 0.2985 1.4353
H 6.6442 13.9353 12.1741 0.5134 0.1406 -0.0693
H 9.7984 14.6445 14.9644 -0.7101 0.2293 -0.2509
H 11.6059 15.9331 14.8077 -0.1176 0.5844 0.8125
H 14.1128 16.4393 14.8425 0.2245 0.4292 0.6558
H 15.5700 15.3050 13.1565 0.1061 0.4583 0.1914
H 14.4743 13.7757 11.6301 1.3832 -1.0321 -1.5857
H 6.3228 14.0985 9.9982 -0.0426 -0.2864 0.0625
H 6.1648 13.6331 7.4951 -0.8392 0.4632 -0.1094
H 8.2218 13.2588 6.2480 0.0248 -0.2536 0.2728
H 10.2291 12.7545 7.5280 1.9425 -0.6180 -1.0535
C 11.1108 8.8246 12.8176 -0.9547 0.3721 -0.4022
O 10.9696 9.8949 11.8569 -0.2177 -1.7089 -0.4372
C 11.0497 11.1096 12.3067 -0.0395 2.6487 -0.0632
O 11.0644 11.4382 13.4730 0.1043 -0.4577 -0.0198
H 11.2392 7.9579 12.2101 0.3563 -0.6615 -0.2591
H 10.2097 8.6914 13.4124 -0.0116 0.2618 0.1134
H 11.9472 9.0599 13.4249 0.7731 -0.1496 0.7381
C 13.2704 10.4625 17.5328 0.0928 -0.1864 -0.1284
Si 15.1396 10.3650 17.2823 -0.4816 -1.1170 1.5233
C 15.7695 11.6623 16.1623 1.1916 -0.4403 -0.7875
C 15.9282 10.8669 18.9577 1.0676 0.8747 -0.4795
C 15.5394 8.5404 16.6783 0.1693 1.4241 1.0407
Te 15.2349 8.3551 14.6339 -0.3011 0.5421 -1.1201
C 15.2940 6.2565 14.4959 0.7644 -0.8040 -0.2463
Si 16.4983 5.5323 13.2112 0.4947 1.6828 -0.5046
C 16.1328 6.3960 11.5415 0.2276 -1.5799 0.4381
C 16.2169 3.7064 13.1607 0.3402 -0.0596 1.0609
C 18.3223 6.0034 13.6097 -0.4977 -1.5520 -1.1410
H 12.8765 11.3590 18.0461 0.3065 -0.4573 -0.2253
H 12.9063 9.5571 18.0161 0.1163 0.0229 0.6100
H 12.7770 10.3580 16.5775 -0.1773 0.4197 -0.6112
H 15.8201 12.5826 16.7180 0.0440 0.4891 0.2016
H 15.1359 11.8211 15.2912 0.2445 -0.0502 -0.2530
H 16.8266 11.3596 15.8978 -1.0708 0.5207 -0.1077
H 17.0516 11.0856 18.8980 -1.4692 -0.3029 -0.0953
H 15.7835 10.2898 19.8673 -0.2311 -0.2647 -0.1301
H 15.4275 11.8565 19.1137 0.4219 -0.5974 0.0705
H 14.8617 7.8872 17.2262 0.1604 -0.1351 0.0298
H 16.5927 8.3307 16.8820 -0.2154 -0.1927 0.1855
H 14.3303 5.8159 14.2977 -0.5940 0.1069 -0.0167
H 15.5742 5.9387 15.4926 0.1373 -0.1918 0.2997
H 15.1907 6.0157 11.1044 0.5316 0.2383 -0.0314
H 17.0098 6.1729 10.9096 -0.5325 0.0477 -0.1229
H 16.0846 7.4534 11.6708 -0.1233 0.8883 0.0540
H 15.1528 3.4896 13.0220 0.2682 -0.2181 -0.0228
H 16.5297 3.4316 14.1897 -0.4601 -0.2330 -0.3029
H 16.8686 3.1207 12.5206 -0.1497 0.0485 -0.3842
H 18.4578 7.0546 13.5168 0.0486 0.9677 -0.1341
H 18.9844 5.5020 12.8425 -0.5722 0.4575 0.8571
H 18.6326 5.7181 14.6009 0.1952 -0.2649 0.3808
```
Positions in Å, forces in eV/Å.

The net charge is 0. As for the maximum force: 0.0713 Eh/bohr. The frontier orbital gap is 7.05 eV. The HOMO energy comes out at -7.610 eV.



(3)
C35H45Br2Cl3FeN6OSi4Te | wB97M-V/def2-TZVPD

```
98
Properties=species:S:1:pos:R:3:forces:R:3
Fe -0.0683 -0.0368 -0.2422 -0.1084 0.5443 -0.3110
C -0.6929 1.6968 3.6631 -0.0407 -0.0807 -0.0031
C -0.1464 1.2679 2.3415 0.3952 0.1709 -0.1035
N -0.6641 0.3631 1.5931 -0.1727 0.0299 0.1166
N -1.7451 -0.3641 2.0695 0.3374 0.2383 -0.2263
C -1.8536 -1.4543 1.3440 -0.3997 -0.2566 0.0264
O -1.0986 -1.7939 0.3708 0.3203 0.3032 -0.2612
C -2.9855 -2.3681 1.6752 0.0875 0.0207 -0.0061
C -2.8944 -3.7116 1.3276 -0.0674 0.0090 -0.0349
C -3.9504 -4.5710 1.5875 -0.0078 -0.0139 -0.0029
C -5.1084 -4.0881 2.1817 0.0050 0.0009 -0.0098
C -5.2033 -2.7461 2.5250 0.0063 0.0042 -0.0019
C -4.1429 -1.8883 2.2782 0.0017 -0.0034 0.0592
C 1.1289 1.8582 1.8408 -0.3839 -0.2375 0.1992
C 1.7258 2.9530 2.4496 0.1522 0.0556 -0.1245
C 2.9218 3.4270 1.9295 -0.0662 -0.0098 0.0426
C 3.4891 2.7856 0.8416 -0.0021 -0.0662 -0.0542
C 2.8374 1.6790 0.3142 0.0322 0.1058 0.0166
N 1.6881 1.2324 0.7973 -0.1419 -0.0211 0.0561
H -1.5823 1.1231 3.9006 -0.0160 -0.0011 -0.0083
H 0.0456 1.5591 4.4544 0.0306 -0.0159 -0.0059
H -0.9453 2.7590 3.6317 -0.0292 0.0126 0.0102
H -1.9935 -4.0694 0.8497 0.0503 -0.0115 -0.0230
H -3.8720 -5.6178 1.3231 -0.0018 -0.0025 -0.0024
H -5.9364 -4.7567 2.3770 -0.0167 -0.0160 0.0060
H -6.1060 -2.3682 2.9868 -0.0169 0.0080 0.0077
H -4.2007 -0.8419 2.5431 0.0004 0.0231 0.0018
H 1.2634 3.4312 3.2996 -0.0145 0.0160 0.0216
H 3.4033 4.2888 2.3721 0.0081 0.0080 -0.0045
H 4.4168 3.1266 0.4061 0.0318 0.0061 -0.0011
H 3.2421 1.1282 -0.5283 0.0213 0.0221 -0.0254
Br 1.0758 6.0777 -2.8117 0.0099 0.0483 -0.0221
C 0.5617 4.3815 -2.1533 -0.0289 -0.0135 0.0404
C -0.2938 4.3183 -1.0332 0.0545 0.0181 -0.0970
C -0.5791 3.0621 -0.5539 -0.0317 -0.0768 0.1760
N -0.1166 1.9308 -1.0776 0.0568 -0.3203 0.0888
C 0.6305 1.9909 -2.2279 0.0080 -0.0016 -0.0969
C 1.0148 3.2529 -2.7600 -0.0426 -0.0313 0.0247
C 0.9089 0.7468 -2.8378 0.0122 0.0316 -0.1560
C 1.4475 0.5965 -4.1474 -0.0219 0.0054 0.1018
C 1.4238 -0.6304 -4.7285 0.0130 -0.0669 0.0763
Br 2.1208 -0.8710 -6.4664 0.0230 0.0014 -0.0984
C 0.8909 -1.7516 -4.0540 0.0559 0.0572 -0.0701
C 0.4843 -1.5514 -2.7596 0.0546 0.0125 0.1259
N 0.5130 -0.3703 -2.1384 -0.2148 -0.0834 0.3247
H -0.6965 5.2052 -0.5724 -0.0116 0.0232 0.0169
H -1.2164 2.9481 0.3169 0.0146 -0.0021 0.0420
H 1.6546 3.3141 -3.6267 0.0212 0.0093 -0.0196
H 1.8269 1.4513 -4.6855 0.0098 0.0159 -0.0225
H 0.8340 -2.7222 -4.5198 0.0105 0.0003 -0.0204
H 0.1235 -2.3773 -2.1586 -0.0462 -0.0663 0.0408
C 6.1210 -1.3304 0.2836 0.0194 0.0335 0.0308
Si 5.2394 -2.5018 -0.8852 0.0194 -0.0309 0.1098
C 4.5810 -1.5328 -2.3314 -0.0356 0.1497 -0.1202
C 6.4480 -3.8128 -1.4669 0.0214 -0.0264 -0.0272
Si 3.5162 -3.5622 0.2694 0.0847 -0.0660 0.0441
Te 1.7669 -1.8928 0.8800 0.3667 -0.3416 0.3105
Si 2.4889 -5.2516 -0.9742 -0.0193 0.0435 -0.0296
C 0.7214 -5.4445 -0.3886 -0.0542 -0.0369 0.0074
C 3.4385 -6.8453 -0.7109 -0.0046 -0.0680 0.0111
C 2.4898 -4.8512 -2.7997 0.0269 0.0102 -0.0403
Si 4.2255 -4.4130 2.3221 -0.0408 0.0138 0.0036
C 5.7132 -5.5410 2.1390 0.0498 -0.0200 0.0253
C 2.8021 -5.3748 3.0714 -0.0239 -0.0300 0.0265
C 4.6801 -3.0062 3.4710 0.0012 0.0299 0.0504
H 6.8778 -0.7570 -0.2568 0.0284 0.0296 -0.0005
H 6.6202 -1.8687 1.0900 0.0354 -0.0345 0.0145
H 5.4238 -0.6273 0.7437 -0.0304 0.0392 -0.0071
H 5.3952 -1.0058 -2.8357 -0.0089 0.0183 -0.0284
H 3.8461 -0.7931 -2.0072 -0.0435 0.0428 0.0151
H 4.0875 -2.1707 -3.0623 -0.0519 -0.0827 -0.0882
H 7.3563 -3.3477 -1.8560 0.0314 0.0007 -0.0317
H 6.0184 -4.4249 -2.2611 -0.0261 -0.0202 -0.0413
H 6.7355 -4.4811 -0.6541 0.0247 -0.0088 0.0438
H 0.6823 -5.7752 0.6504 -0.0079 -0.0143 0.0456
H 0.1905 -6.1768 -1.0020 -0.0291 -0.0209 0.0062
H 0.1889 -4.4926 -0.4502 -0.0464 0.0499 -0.0233
H 3.3451 -7.2032 0.3147 -0.0038 -0.0235 0.0464
H 4.5010 -6.7210 -0.9243 0.0421 0.0196 -0.0402
H 3.0522 -7.6212 -1.3758 -0.0021 -0.0458 -0.0030
H 2.0209 -3.8881 -2.9951 -0.0181 0.0346 0.0020
H 1.9411 -5.6199 -3.3490 -0.0109 -0.0146 -0.0418
H 3.5031 -4.8078 -3.2020 0.0482 -0.0213 -0.0139
H 5.5478 -6.3314 1.4075 -0.0310 -0.0513 -0.0296
H 5.9328 -6.0131 3.0994 0.0397 -0.0264 0.0210
H 6.5998 -4.9836 1.8333 0.0353 0.0359 -0.0074
H 2.6143 -6.3007 2.5257 -0.0099 -0.0457 -0.0228
H 1.8831 -4.7866 3.0608 -0.0266 0.0426 0.0143
H 3.0235 -5.6352 4.1086 -0.0068 -0.0280 0.0318
H 5.5635 -2.4713 3.1222 0.0435 0.0177 -0.0085
H 4.8923 -3.3968 4.4688 0.0199 0.0094 0.0383
H 3.8649 -2.2865 3.5556 -0.0455 0.0063 0.0067
Cl -3.0340 -3.2668 -2.3754 -0.0083 -0.2393 -0.0583
C -3.9236 -1.7543 -2.2909 0.2728 0.5080 0.2671
Cl -4.3730 -1.1849 -3.9046 0.0185 -0.0606 -0.0296
Cl -5.3565 -1.9010 -1.2709 -0.0230 -0.1318 0.0270
C -3.0309 -0.7524 -1.6771 0.1870 0.4594 0.0584
N -2.3256 0.0230 -1.2017 -0.7486 -0.5083 -0.3741
```
Positions in Å, forces in eV/Å.

The net charge is 0. As for the maximum force: 0.0190 Eh/bohr. The frontier orbital gap (spin up / spin down) is 4.95 / 6.07 eV. Its expectation value of S² is 6.04. As for the spin multiplicity: 5. The HOMO energy (spin up / spin down) comes out at -5.155 / -7.667 eV.